# C4H10ClP

A structure of composition C4H10ClP (ωB97M-V/def2-TZVPD, the Open Molecules 2025 dataset).

Computed properties:
2S+1: 1
Frontier orbital gap, Ha: 0.294

```
16
C4H10ClP | the Open Molecules 2025 dataset | ωB97M-V/def2-TZVPD
C -1.7841 -1.3362 -0.0566
C 1.4293 -1.2255 0.0488
C 0.1422 0.6336 -1.5112
C 0.0272 1.2169 1.2606
P -0.1406 -0.2718 0.0742
Cl -2.8376 0.0818 -0.1813
H -1.9722 -1.6766 0.9535
H 1.8597 -1.2516 -0.9568
H 1.8839 -0.6910 0.8797
H 1.1059 -2.2100 0.4282
H 1.0683 1.2619 -1.4234
H 0.1630 -0.2199 -2.3095
H -0.8705 1.1333 -1.8281
H -0.2498 1.0042 2.3692
H 0.9840 1.5533 1.2142
H -0.8088 1.9978 1.0385
```

---

# C4H10F12HfO17S4Sn

A structure of composition C4H10F12HfO17S4Sn (ωB97M-V/def2-TZVPD, the Open Molecules 2025 dataset).

Computed properties:
2S+1: 1
Frontier orbital gap, Ha: 0.192
Net charge: +2

```
49
C4H10F12HfO17S4Sn | the Open Molecules 2025 dataset | ωB97M-V/def2-TZVPD
Sn -4.2934 -0.3702 -1.7614
Hf 1.8999 -1.2064 -0.3974
C -0.4447 -1.2881 -4.4485
F 0.5528 -2.1629 -4.3504
F -0.3208 -0.7786 -5.6611
F -1.6115 -1.9159 -4.2915
S -0.3332 0.1113 -3.1260
O 0.2369 1.2649 -3.7550
O -1.6862 0.3487 -2.6430
O 0.5160 -0.4410 -2.0428
C -1.4082 0.5818 2.6743
F -0.8682 1.7051 3.1117
F -0.7784 -0.4037 3.3367
F -2.6996 0.5133 2.9275
S -1.0824 0.6031 0.7782
O -0.8328 1.9795 0.4410
O 0.0059 -0.3428 0.5119
O -2.2347 0.1016 0.0277
C 1.9481 3.6138 0.6927
F 3.0396 4.2306 1.0773
F 1.3989 2.9849 1.7464
F 1.1340 4.5269 0.1864
S 2.3520 2.4471 -0.7589
O 1.5159 2.8081 -1.8676
O 3.7715 2.4514 -0.9646
O 1.9482 1.0703 -0.2684
C -1.0928 -4.8966 -1.6053
F 0.1685 -5.2562 -1.7922
F -1.7421 -4.8965 -2.7463
F -1.7066 -5.6989 -0.7590
S -1.2160 -3.1570 -0.8366
O -1.6600 -3.3670 0.5294
O 0.2132 -2.6966 -0.9488
O -2.1198 -2.3512 -1.6615
O 2.2980 -0.4704 1.7701
H 2.5525 0.4523 1.9322
H 1.9360 -0.7966 2.6231
O -0.8786 4.4157 2.3040
H -0.7826 3.6409 1.7479
H 0.0100 4.7615 2.4060
O 0.8228 -2.6868 1.6657
H 0.0889 -3.3129 1.5436
H 0.8452 -2.5078 2.6188
O 1.7716 -1.4361 4.2981
H 1.2571 -1.1408 5.0601
H 2.6516 -1.6186 4.6528
O -1.5656 3.7517 -1.6122
H -2.0963 4.0342 -0.8596
H -1.4806 2.8009 -1.5055
```

---

# C4H10FN

The molecule C4H10FN (ωB97M-V/def2-TZVPD, the Open Molecules 2025 dataset).

Computed properties:
2S+1: 1
SMILES string: C[C@H](CN)CF
Frontier orbital gap, Ha: 0.386

```
16
C4H10FN | the Open Molecules 2025 dataset | ωB97M-V/def2-TZVPD
C -0.9238 -1.2019 -0.2575
C 0.1488 -0.5516 0.5339
C -0.3733 0.8703 0.7843
C 1.3216 -0.5180 -0.3195
H -0.5324 -1.9906 -0.8852
H -1.6411 -1.7279 0.4574
H -1.2398 -0.4343 -0.9234
H 0.2984 -1.0780 1.5340
H -1.4140 0.7336 1.0900
H 0.2572 1.4900 1.4097
H 0.5538 2.1308 -0.5221
H -1.1111 2.1922 -0.7472
H 1.0352 -0.2559 -1.3432
H 1.6580 -1.5333 -0.3883
N -0.3526 1.5834 -0.5599
F 2.3148 0.2912 0.1369
```

---

# C4H10FP

A cluster of 2 separate species, C4H10FP in total (ωB97M-V/def2-TZVPD, the Open Molecules 2025 dataset).

Computed properties:
2S+1: 1
Frontier orbital gap (alpha / beta), Ha: 0.309 / 0.288

```
16
C4H10FP | the Open Molecules 2025 dataset | ωB97M-V/def2-TZVPD
C 2.3728 -0.2733 -1.6040
C -1.6721 -0.1614 -0.8747
C -1.0418 -0.2955 2.0622
C 0.5503 1.0444 0.4286
F 1.4734 0.9572 1.4098
P -0.4322 -0.5308 0.4181
H 3.4660 -0.3212 -1.2676
H 2.1624 0.6008 -2.1862
H 1.6441 -1.0035 -1.5941
H -1.3262 -0.2304 -1.9025
H -2.3248 0.7063 -0.6961
H -2.2070 -1.0831 -0.7318
H -0.5563 -0.9176 2.7778
H -2.0680 -0.7063 1.9163
H -1.0603 0.7509 2.3486
H 1.0198 1.4635 -0.5044
```

---

# C4H10IO4P

The molecule C4H10IO4P (ωB97M-V/def2-TZVPD, the Open Molecules 2025 dataset).

Computed properties:
2S+1: 1
SMILES string: COC(OC)[P@@](=O)(I)OC
Frontier orbital gap, Ha: 0.344

```
20
C4H10IO4P | the Open Molecules 2025 dataset | ωB97M-V/def2-TZVPD
C -0.1144 3.1269 -0.2865
C -2.0279 -0.0593 0.9548
C 1.0129 -3.1662 -0.2282
C -0.1256 0.7758 -0.0346
O 1.2155 -0.7951 -2.2543
O 0.3401 1.8857 -0.7789
O -1.4600 0.5328 -0.1818
O 0.3521 -1.9798 0.1730
P 1.1191 -0.3747 -0.8680
I 3.1615 -0.0892 0.3430
H -0.1620 3.9409 -1.1376
H 0.5270 3.3904 0.5001
H -1.1360 2.9641 0.0972
H -2.0011 0.6590 1.7056
H -1.5648 -0.8986 1.2629
H -3.0432 -0.2229 0.5786
H 0.3539 -3.9237 -0.4470
H 1.6211 -3.5167 0.6067
H 1.7518 -2.9893 -1.1269
H 0.1800 0.7399 1.1218
```

---

# C4H10N

The ion C4H10N with charge +1 (ωB97M-V/def2-TZVPD, the Open Molecules 2025 dataset).

Computed properties:
2S+1: 1
SMILES string: CC/C=C/[NH3+]
Frontier orbital gap, Ha: 0.382
Net charge: +1

```
15
C4H10N | the Open Molecules 2025 dataset | ωB97M-V/def2-TZVPD
C 0.2332 -1.9204 -1.6917
C 0.8521 -0.6764 -0.8195
C -0.2333 -0.1351 0.0837
C 0.0187 0.6672 1.1423
N -0.7653 1.8647 1.4089
H 0.5761 -2.8630 -1.3230
H -0.9092 -2.0488 -1.7248
H 0.5246 -1.9141 -2.7709
H 1.7299 -1.0980 -0.2629
H 1.4649 -0.0149 -1.5406
H -1.2588 -0.0805 -0.4524
H 0.9635 0.7758 1.5681
H -1.4764 1.9311 0.7265
H -0.1135 2.6813 1.3220
H -1.3684 1.9661 2.3068
```

---

# C4H10N

A cluster of 2 separate species, C4H10N in total (ωB97M-V/def2-TZVPD, the Open Molecules 2025 dataset).

Computed properties:
2S+1: 1
Frontier orbital gap, Ha: 0.286
Net charge: +1

```
15
C4H10N | the Open Molecules 2025 dataset | ωB97M-V/def2-TZVPD
C 0.3594 -1.7918 -0.4030
N -0.2522 -1.7630 0.6931
H 0.2595 -2.6857 -0.8527
H 0.9967 -1.0355 -0.8526
H 0.2027 -1.1100 1.3407
H -0.4773 -2.6743 1.1415
C 0.0895 1.5371 -1.3995
C 0.2752 1.2126 0.0334
C -0.5311 1.0265 1.1196
H -0.3123 2.6313 -1.4359
H -0.7037 0.8138 -1.8849
H 1.1156 1.4344 -1.9378
H 1.3085 1.1759 0.3140
H -0.1182 0.8250 2.0906
H -1.6637 1.0598 1.1220
```

---

# C4H10N

A cluster of 2 separate species, C4H10N in total (ωB97M-V/def2-TZVPD, the Open Molecules 2025 dataset).

Computed properties:
2S+1: 1
Frontier orbital gap, Ha: 0.250
Net charge: +1

```
15
C4H10N | the Open Molecules 2025 dataset | ωB97M-V/def2-TZVPD
C -2.4256 0.8078 -0.1535
C -1.7052 1.3074 -1.1412
H -2.0149 0.5222 0.8062
H -3.4709 0.5805 -0.3330
H -0.6774 1.5528 -0.8914
H -2.1045 1.4639 -2.1270
C 2.1796 0.1012 0.5815
C 0.4397 -1.6209 0.5542
N 1.0427 -0.6569 -0.0748
H 1.7590 0.7210 1.3759
H 2.8572 -0.6392 0.9828
H 2.6212 0.7449 -0.1646
H -0.2185 -1.3811 1.3854
H 0.5607 -2.6629 0.2694
H 1.1570 -0.8407 -1.0699
```

---

# C4H10N11

The ion C4H10N11 with charge +1 (ωB97M-V/def2-TZVPD, the Open Molecules 2025 dataset).

Computed properties:
2S+1: 1
SMILES string: [H]/N=N\C=[NH+]\[C@@H](N)n1nnnc1N=C(N)N
Frontier orbital gap, Ha: 0.247
Net charge: +1

```
25
C4H10N11 | the Open Molecules 2025 dataset | ωB97M-V/def2-TZVPD
C 1.3667 0.1535 0.3106
C -0.7639 0.1809 1.8280
C 1.2951 0.6732 -1.9639
C -1.8400 -0.8621 -0.0294
N 2.6608 -0.2308 1.9331
N 2.6072 0.1323 0.6488
N 0.6386 -0.0307 1.4222
N 1.5110 -0.3612 2.3956
N -3.5010 -1.6063 -1.5904
N -2.7607 -1.2619 -0.7061
N -0.9819 0.1822 3.2065
N 2.6019 1.0614 -2.0741
N 0.6884 0.3858 -0.8092
N 0.6000 0.6214 -3.1359
N -1.6719 -0.8257 1.2889
H -0.9599 1.1267 1.3869
H -1.1772 -0.1056 -0.4503
H -3.2354 -2.4353 -2.1139
H -0.5858 0.7945 3.7621
H -0.9866 -0.7832 3.6990
H 3.1674 1.0246 -1.2848
H 2.8214 1.7379 -2.8936
H 0.9651 1.3789 -3.7035
H -0.4117 0.6358 -2.9973
H -2.0473 -1.5864 1.8709
```

---

# C4H10N2

A cluster of 2 separate species, C4H10N2 in total (ωB97M-V/def2-TZVPD, the Open Molecules 2025 dataset).

Computed properties:
2S+1: 2
Frontier orbital gap (alpha / beta), Ha: 0.203 / 0.161
Net charge: -1

```
16
C4H10N2 | the Open Molecules 2025 dataset | ωB97M-V/def2-TZVPD
C -0.9476 -0.8724 0.7476
C -0.0394 -1.2590 -0.4308
C 0.1683 -0.2472 -1.5523
C -0.1566 1.0598 -1.4242
N 0.8215 2.0563 -1.5662
N -0.7213 -1.8906 1.7652
H 1.2202 2.1004 3.1724
H -1.9658 -0.7007 0.3535
H -0.3340 -2.2130 -0.8718
H 0.9652 -1.3035 -0.0026
H 0.4143 -0.6842 -2.5212
H 0.6716 1.6222 3.3167
H 1.6894 1.6229 -1.8701
H 0.4936 2.7990 -2.1827
H -1.6697 -2.2183 1.9694
H -0.6096 0.1283 1.0972
```

---

# C4H10N2

A cluster of 2 separate species, C4H10N2 in total (ωB97M-V/def2-TZVPD, the Open Molecules 2025 dataset).

Computed properties:
2S+1: 1
SMILES string: [H]/N=C/N.C=CC
Frontier orbital gap, Ha: 0.372

```
16
C4H10N2 | the Open Molecules 2025 dataset | ωB97M-V/def2-TZVPD
C -2.6115 -0.6936 1.2810
C -1.8359 -0.3314 2.5058
C -0.5214 -0.1159 2.5007
H -3.2779 0.0747 0.8661
H -3.2973 -1.5320 1.4109
H -1.9516 -1.0087 0.4741
H -2.3142 -0.4835 3.4716
H 0.1405 -0.4694 3.2881
H -0.0325 0.2812 1.6183
N 1.8147 -0.5267 -1.3989
C 1.9322 0.3863 -2.3971
N 1.2477 1.4585 -2.4343
H 0.9437 -0.4336 -0.9033
H 2.4452 -1.2772 -1.2036
H 2.8260 0.2537 -3.0144
H 1.3331 1.9014 -3.3429
```

---

# C4H10N2

The molecule C4H10N2 (ωB97M-V/def2-TZVPD, the Open Molecules 2025 dataset).

Computed properties:
2S+1: 1
SMILES string: NC/C=C/CN
Frontier orbital gap, Ha: 0.378

```
16
C4H10N2 | the Open Molecules 2025 dataset | ωB97M-V/def2-TZVPD
C -1.8144 -0.5106 -0.2944
C -0.4444 -0.2755 0.2557
C 0.7263 -0.7010 -0.1958
C 2.0335 -0.3142 0.3018
H -3.5194 1.0160 -0.3868
H -2.5142 0.7278 0.9711
H -1.9647 -0.6374 -1.3403
H -2.1010 -1.4279 0.1940
H -0.6170 0.4349 1.2764
H 0.7023 -1.3742 -1.0991
H 1.8495 0.0296 1.4488
H 2.7543 -1.1870 0.5037
H 2.1324 1.6620 0.0120
H 2.6542 0.7664 -1.2907
N -2.5130 0.8965 -0.0235
N 2.6356 0.8946 -0.3328
```

---

# C4H10N2

A cluster of 2 separate species, C4H10N2 in total (ωB97M-V/def2-TZVPD, the Open Molecules 2025 dataset).

Computed properties:
2S+1: 1
SMILES string: C=N/N=C\C.C
Frontier orbital gap, Ha: 0.350

```
16
C4H10N2 | the Open Molecules 2025 dataset | ωB97M-V/def2-TZVPD
C -1.0160 -1.3901 0.6367
C -2.2426 -0.9317 1.3456
C -0.9475 0.6438 -2.0992
C -0.0189 2.2481 1.7859
N -0.6879 0.2269 -0.9558
N -0.4886 -0.8984 -0.3838
H -0.4752 -2.3215 0.8934
H -1.9839 -0.8023 2.3535
H -2.8125 -1.8877 1.3096
H -2.5405 0.0354 0.9684
H -0.8328 1.7438 -2.2219
H 0.0175 1.3995 2.3898
H -1.3257 0.0629 -2.9353
H 0.6538 2.1738 0.9802
H 0.2039 3.1489 2.3094
H -1.0372 2.2646 1.2842
```

---

# C4H10N2

The molecule C4H10N2 (ωB97M-V/def2-TZVPD, the Open Molecules 2025 dataset).

Computed properties:
2S+1: 1
SMILES string: C[C@H]1N[C@@]1(C)N
Frontier orbital gap, Ha: 0.347

```
16
C4H10N2 | the Open Molecules 2025 dataset | ωB97M-V/def2-TZVPD
C 0.7006 0.4100 -0.3913
C 0.4084 1.3604 -1.4931
C 0.1847 -1.5898 1.1717
C -0.2607 -0.3151 0.4992
N -1.6079 -0.3320 -0.0858
N 0.0825 0.9580 1.0521
H 1.6907 -0.0280 -0.4806
H -1.7735 -0.9471 -0.8772
H -2.0181 0.5957 -0.0090
H 0.6260 0.8175 1.9031
H 1.2880 1.9873 -1.6787
H -0.4284 2.0174 -1.2443
H 0.1989 0.8175 -2.4200
H -0.1701 -1.6055 2.2068
H 1.2744 -1.6759 1.2044
H -0.1954 -2.4704 0.6427
```

---

| no. | maximum force (eV/Å) |
| --- | --- |
| 1 | 5.5 |
| 2 | 10.6 |
| 3 | 2.7 |
| 4 | 3.7 |
| 5 | 6.0 |
| 6 | 3.5 |
| 7 | 3.7 |
| 8 | 2.0 |
| 9 | 7.0 |
| 10 | 2.0 |
| 11 | 1.8 |
| 12 | 5.0 |
| 13 | 2.8 |
| 14 | 3.1 |